The following is a quantum chemistry calculation of 2 unconnected molecules or ions with the total composition C6H14O, from OMol25.

ΔE to the lowest compared entry with this formula, charge and spin: 498.1 kJ/mol
Multiplicity: 1
Total charge: 0
Frontier orbital gap (spin up / spin down): 10.89 / 8.86 eV
Electronic energy: -8491.7299 eV

Last columns: bonded neighbours and bond lengths (Å).
Cartesian coordinates (Å):
1 C 3.077 0.468 -1.276  C2 1.465, H9 1.086, H10 1.087
2 C 1.720 -0.028 -1.513  C1 1.465, C3 1.550, H11 1.113, H12 1.096
3 C 0.986 -0.551 -0.252  C2 1.550, C4 1.524, H13 1.098, H14 1.096
4 C -0.499 -0.214 -0.325  C3 1.524, C5 1.523, H15 1.100, H16 1.100
5 C -1.300 -0.581 0.916  C4 1.523, C6 1.519, H17 1.097, H18 1.097
6 C -2.721 -0.059 0.797  C5 1.519, O7 1.411, H19 1.103, H20 1.103
7 O -3.438 -0.428 1.956  C6 1.411, H21 0.965
8 H 3.499 2.847 2.174  no bonds
9 H 3.886 0.226 -1.959  C1 1.086
10 H 3.298 1.098 -0.418  C1 1.087
11 H 1.126 0.843 -1.870  C2 1.113
12 H 1.685 -0.760 -2.330  C2 1.096
13 H 1.140 -1.635 -0.165  C3 1.098
14 H 1.429 -0.097 0.642  C3 1.096
15 H -0.939 -0.695 -1.211  C4 1.100
16 H -0.584 0.870 -0.490  C4 1.100
17 H -1.327 -1.668 1.063  C5 1.097
18 H -0.837 -0.146 1.811  C5 1.097
19 H -2.690 1.038 0.676  C6 1.103
20 H -3.187 -0.473 -0.113  C6 1.103
21 H -4.324 -0.054 1.888  O7 0.965